Record 1
{
  "formula": "C19H15N3O7SV",
  "method": "ωB97M-V/def2-TZVPD",
  "homo_energy_ha": [-0.349, -0.351],
  "total_energy_ev": -75271.249,
  "orbital_gap_ev": [8.916, 9.059],
  "multiplicity": 2,
  "de_lowest_kj_mol": 94.07,
  "symbols": ["V", "C", "C", "C", "C", "C", "C", "C", "S", "O", "O", "N", "C", "C", "C", "C", "C", "N", "H", "H", "H", "H", "H", "H", "H", "H", "H", "H", "H", "O", "O", "C", "O", "C", "C", "C", "C", "C", "C", "N", "O", "O", "H", "H", "H", "H"],
  "positions_angstrom": [[0.3602, -1.5027, -1.9217], [3.2214, 2.7276, 4.9176], [2.3621, 2.0463, 3.8893], [2.0766, 2.6663, 2.6759], [1.3049, 2.0320, 1.7143], [0.8128, 0.7637, 1.9766], [1.0663, 0.1294, 3.1857], [1.8418, 0.7746, 4.1325], [-0.1128, -0.0904, 0.7502], [-0.4925, 0.8614, -0.2715], [-1.1282, -0.8696, 1.3865], [0.9433, -1.1295, 0.0460], [2.1717, -0.6470, -0.3992], [3.2844, -0.2473, 0.3423], [4.4248, 0.0922, -0.3531], [4.4645, 0.0211, -1.7485], [3.3386, -0.3950, -2.4151], [2.2232, -0.6978, -1.7411], [3.1865, 3.8105, 4.8069], [4.2632, 2.4167, 4.8143], [2.9023, 2.4737, 5.9279], [2.4564, 3.6625, 2.4840], [1.0730, 2.5103, 0.7720], [0.6487, -0.8511, 3.3745], [2.0382, 0.2912, 5.0819], [3.2426, -0.2286, 1.4211], [5.3073, 0.4023, 0.1916], [5.3584, 0.2747, -2.2984], [3.2969, -0.4855, -3.4918], [0.5671, -3.0135, -2.2234], [-1.8766, 0.3367, -4.6524], [-1.9539, -0.2038, -3.5810], [-0.8928, -0.6300, -2.9152], [-3.2763, -0.6101, -2.9888], [-4.4301, -0.1276, -3.6003], [-5.6831, -0.4537, -3.1092], [-5.8035, -1.2866, -2.0072], [-4.6467, -1.7697, -1.4260], [-3.3843, -1.4388, -1.8831], [-4.7614, -2.6932, -0.2782], [-3.7337, -3.1060, 0.2116], [-5.8669, -2.8392, 0.2062], [-4.3172, 0.5130, -4.4644], [-6.5709, -0.0646, -3.5885], [-6.7636, -1.5716, -1.6043], [-2.5430, -1.8532, -1.3464]],
  "forces_ev_per_a": [[-0.2, -0.1, -0.3], [0.0, 0.0, 0.0], [0.0, 0.0, 0.0], [0.0, 0.0, 0.0], [0.0, 0.0, 0.0], [0.0, 0.0, 0.0], [0.0, 0.0, 0.0], [0.0, 0.0, 0.0], [0.0, 0.1, -0.1], [0.0, 0.0, 0.1], [0.0, -0.1, -0.1], [0.0, 0.0, 0.0], [-0.1, 0.0, 0.0], [0.0, 0.0, 0.0], [0.0, 0.0, 0.0], [0.0, 0.0, 0.0], [0.0, 0.0, 0.0], [0.2, 0.0, -0.1], [0.0, 0.0, 0.0], [0.0, 0.0, 0.0], [0.0, 0.0, 0.0], [0.0, 0.0, 0.0], [0.0, 0.0, 0.0], [0.0, 0.0, 0.0], [0.0, 0.0, 0.0], [0.0, 0.0, 0.0], [0.0, 0.0, 0.0], [0.0, 0.0, 0.0], [0.0, 0.0, 0.0], [0.0, 0.1, 0.1], [0.0, 0.4, 0.1], [0.0, -0.9, -0.5], [0.0, 0.1, 0.4], [0.0, 0.3, 0.2], [0.0, 0.1, 0.0], [0.0, 0.0, 0.0], [0.0, 0.0, 0.0], [0.0, -0.3, -0.3], [-0.1, -0.1, 0.2], [0.1, 1.2, 0.8], [0.1, -0.5, -0.3], [-0.1, -0.4, -0.3], [0.0, 0.0, 0.0], [0.0, 0.0, 0.0], [0.0, 0.0, 0.0], [0.1, 0.1, -0.1]],
  "mulliken_charge": [1.268, -1.434, 0.921, -0.769, -0.098, -0.417, -0.416, -0.779, 1.523, -0.672, -0.686, -0.574, 0.882, -0.498, -0.384, -0.635, -0.377, -0.143, 0.373, 0.274, 0.380, 0.375, 0.522, 0.445, 0.384, 0.553, 0.429, 0.409, 0.459, -0.646, -0.593, 0.136, -0.510, 0.578, -0.732, -0.457, -0.626, -0.081, -0.111, 1.034, -0.595, -0.612, 0.487, 0.393, 0.485, 0.533]
}


Record 2
{
  "formula": "C31H24NPdSe",
  "method": "ωB97M-V/def2-TZVPD",
  "homo_energy_ha": [-0.128, -0.144],
  "total_charge": -1,
  "total_energy_ev": -102852.356,
  "orbital_gap_ev": [6.371, 6.518],
  "multiplicity": 3,
  "symbols": ["Pd", "C", "C", "C", "C", "N", "C", "C", "C", "C", "C", "C", "C", "H", "H", "H", "H", "H", "H", "H", "H", "C", "C", "C", "C", "C", "C", "C", "C", "C", "C", "C", "C", "C", "C", "H", "H", "H", "H", "H", "H", "H", "H", "H", "H", "H", "Se", "C", "C", "C", "C", "C", "C", "H", "H", "H", "H", "H"],
  "positions_angstrom": [[0.1761, 0.0337, -0.8682], [-1.7384, -3.9551, -2.3715], [-0.7826, -4.3292, -3.3051], [0.4333, -3.6715, -3.3222], [0.6809, -2.6522, -2.3997], [-0.2374, -2.3323, -1.4756], [-1.4115, -2.9525, -1.4755], [1.9192, -1.8471, -2.4115], [3.1056, -2.3894, -2.9138], [4.2568, -1.6265, -2.9860], [4.2302, -0.3059, -2.5545], [3.0598, 0.2302, -2.0348], [1.8841, -0.5159, -1.9459], [-2.7142, -4.4213, -2.3460], [-0.9874, -5.1161, -4.0204], [1.1755, -3.9256, -4.0663], [-2.1096, -2.6329, -0.7086], [3.1409, -3.4290, -3.2232], [5.1707, -2.0573, -3.3781], [5.1274, 0.3000, -2.6192], [3.0682, 1.2617, -1.6994], [-0.4709, -2.6034, 5.8028], [0.1440, -3.4135, 4.8577], [0.2665, -2.9859, 3.5461], [-0.2060, -1.7320, 3.1394], [-0.8161, -0.9262, 4.1060], [-0.9464, -1.3572, 5.4160], [-0.0785, -1.3476, 1.7240], [-0.0036, -0.1181, 1.1926], [0.2018, 1.1345, 1.9099], [-0.5755, 2.2645, 1.6193], [-0.3640, 3.4665, 2.2702], [0.6419, 3.5801, 3.2228], [1.4407, 2.4780, 3.5019], [1.2312, 1.2734, 2.8544], [-0.5865, -2.9426, 6.8249], [0.5283, -4.3854, 5.1451], [0.7471, -3.6254, 2.8140], [-1.1976, 0.0449, 3.8181], [-1.4317, -0.7164, 6.1431], [-0.0537, -2.1918, 1.0409], [-1.3417, 2.1709, 0.8615], [-0.9747, 4.3267, 2.0223], [0.8084, 4.5213, 3.7323], [2.2344, 2.5617, 4.2360], [1.8602, 0.4158, 3.0588], [-1.6693, 0.7157, -2.3920], [-2.0649, 2.5771, -2.5785], [-2.6840, 3.2901, -1.5506], [-2.9872, 4.6354, -1.6954], [-2.6943, 5.2950, -2.8819], [-2.0994, 4.5904, -3.9197], [-1.7863, 3.2472, -3.7706], [-2.9388, 2.7722, -0.6355], [-3.4569, 5.1710, -0.8781], [-2.9326, 6.3458, -2.9960], [-1.8788, 5.0932, -4.8547], [-1.3131, 2.7087, -4.5820]],
  "forces_ev_per_a": [[0.2, 0.0, -0.1], [0.0, -0.1, 0.0], [0.0, 0.1, 0.1], [0.0, -0.1, 0.0], [-0.2, -0.1, 0.1], [0.1, 0.1, -0.1], [0.0, 0.0, 0.1], [0.3, 0.3, -0.1], [-0.1, -0.1, 0.0], [0.1, 0.0, 0.0], [0.0, 0.0, 0.0], [0.0, 0.0, -0.1], [-0.2, -0.3, 0.3], [0.0, 0.0, 0.0], [0.0, 0.0, 0.0], [0.0, 0.1, 0.0], [0.0, 0.0, 0.0], [0.0, 0.0, 0.0], [0.0, 0.0, 0.0], [0.0, 0.0, 0.0], [0.0, 0.0, 0.0], [0.0, 0.0, 0.0], [0.0, 0.0, 0.1], [0.0, 0.1, 0.0], [0.0, -0.1, 0.2], [0.0, 0.0, 0.0], [0.0, 0.0, 0.0], [-0.2, 0.3, 0.0], [0.4, -0.5, -0.3], [0.0, 0.3, 0.3], [0.0, -0.2, 0.0], [0.0, 0.1, 0.1], [-0.1, 0.0, 0.0], [0.1, 0.0, 0.1], [-0.1, 0.0, -0.2], [0.0, 0.0, 0.0], [0.0, 0.0, 0.0], [0.0, 0.0, 0.0], [0.0, 0.0, 0.0], [0.0, 0.0, 0.0], [0.0, 0.0, 0.0], [0.0, 0.0, 0.0], [0.0, 0.0, 0.0], [0.0, 0.0, 0.0], [0.0, 0.0, 0.0], [0.0, 0.0, 0.1], [-0.4, 0.0, -0.2], [0.1, -0.1, 0.0], [0.0, 0.0, 0.0], [0.0, 0.0, 0.0], [0.0, 0.1, 0.0], [0.0, 0.0, 0.0], [0.0, 0.1, 0.0], [0.0, 0.0, 0.0], [0.0, 0.0, 0.0], [0.0, 0.0, 0.0], [0.0, 0.0, 0.0], [0.0, 0.0, 0.0]],
  "mulliken_charge": [-0.828, -0.843, -0.377, -0.895, 0.958, 0.238, -0.297, 0.801, -0.817, -0.567, -0.437, 0.083, -0.489, 0.378, 0.395, 0.365, 0.415, 0.334, 0.359, 0.369, 0.412, -0.399, -0.478, -0.494, 0.182, -0.128, -0.609, -0.747, -0.503, 0.937, -0.168, -0.497, -0.360, -0.655, -0.065, 0.362, 0.345, 0.386, 0.450, 0.363, 0.281, 0.327, 0.408, 0.374, 0.361, 0.438, -0.427, 0.056, -0.221, -0.568, -0.385, -0.428, -0.455, 0.377, 0.343, 0.350, 0.334, 0.355]
}


Which formula does entry 1 have?
C19H15N3O7SV